Record 1
Molecular formula: C7H15NO
Method: DFT, wB97M-V/def2-TZVPD

Each line ends with the Mulliken charge.
Geometry (Å):
C 1.98 -0.90 1.43  -0.83
C 1.46 -0.76 0.25  0.49
N 1.56 -0.80 -1.05  0.35
C 1.34 -2.06 -1.76  -0.86
O 1.15 0.29 -1.68  -0.67
H 3.05 -1.04 1.56  0.28
H 1.37 -0.85 2.32  0.25
H 1.65 -2.90 -1.13  0.36
H 0.28 -2.16 -2.01  0.29
H 1.92 -2.04 -2.67  0.30
C -0.33 1.80 1.21  -1.37
C -0.76 0.78 0.18  1.42
C -1.70 1.44 -0.85  -1.72
C -1.50 -0.40 0.82  -1.50
H -1.21 2.23 1.72  0.41
H 0.30 1.37 1.99  0.23
H 0.21 2.63 0.75  0.32
H 0.18 0.60 -0.73  0.04
H -2.01 0.73 -1.62  0.36
H -1.21 2.28 -1.35  0.38
H -2.60 1.82 -0.35  0.44
H -1.72 -1.17 0.08  0.28
H -0.94 -0.85 1.63  0.29
H -2.45 -0.06 1.24  0.47

Summary:
Molecular weight, g mol⁻¹: 129.203
LUMO (spin up / spin down), eV: 0.290 / 0.289
SMILES: C=C=[N+](C)[O-].CC(C)C
Charge: 0
Energy relative to the best compared isomer or geometry (same formula, charge and spin), kcal/mol: 139.2
E_HOMO (spin up / spin down), Eh: -0.3082 / -0.3082

***

Record 2
Molecular formula: C7H15NO4Si
Method: DFT, wB97M-V/def2-TZVPD

Each line ends with the Mulliken charge.
Geometry (Å):
O 1.84 -0.35 -2.24  -0.51
O 0.97 -1.46 0.21  -0.29
O -0.68 -0.25 -1.67  -0.32
O 1.13 1.26 -0.15  -0.31
N -1.25 -0.09 1.02  0.15
C 2.35 0.79 -2.77  -0.64
C 0.98 -1.24 1.55  -0.23
C -1.52 -1.21 -1.17  -0.11
C 0.42 1.72 1.00  -0.50
C -0.48 -0.91 2.02  -0.91
C -2.24 -0.65 0.03  -1.00
C -1.00 1.38 0.97  -0.65
Si 0.78 -0.21 -0.89  0.53
H 1.60 1.44 -3.27  0.25
H 2.93 1.35 -2.01  0.23
H 3.13 0.51 -3.51  0.26
H 1.60 -0.30 1.69  0.23
H 1.36 -2.17 2.04  0.37
H -2.24 -1.34 -2.05  0.35
H -0.87 -2.12 -0.97  0.28
H 0.86 1.21 1.88  0.22
H 0.69 2.76 1.09  0.40
H -0.48 -0.31 2.89  0.39
H -1.12 -1.78 2.15  0.35
H -2.97 0.06 -0.19  0.43
H -2.79 -1.52 0.48  0.31
H -1.37 1.72 -0.02  0.36
H -1.62 1.71 1.87  0.35

Summary:
Molecular weight, g mol⁻¹: 205.286
LUMO, eV: 0.914
Charge: 0
E_HOMO, Eh: -0.3143

***

Record 3
Molecular formula: C7H15NS
Method: DFT, wB97M-V/def2-TZVPD

Each line ends with the Mulliken charge.
Geometry (Å):
C 0.38 2.08 0.73  -0.82
S -0.20 0.60 -0.15  0.01
C 1.37 -0.38 -0.08  0.54
C 1.66 -0.80 1.29  -1.54
C 2.48 0.12 -0.89  -0.55
C 1.95 -1.21 -1.32  -0.69
H -0.47 2.40 1.39  0.31
H 1.24 1.70 1.29  0.18
H 0.87 2.81 0.13  0.32
H 0.78 -1.02 1.80  0.43
H 2.12 0.03 1.76  0.39
H 2.38 -1.71 1.29  0.31
H 3.47 0.05 -0.38  0.24
H 2.25 0.91 -1.60  0.30
H 1.24 -1.28 -2.09  0.25
H 2.52 -2.08 -1.11  0.27
H -2.97 -2.33 0.84  0.24
N -2.88 -1.28 0.92  -0.53
C -3.18 -0.76 -0.19  0.06
C -2.86 0.69 -0.52  -1.09
H -3.33 -1.35 -1.08  0.33
H -2.41 0.53 -1.61  0.33
H -2.50 1.25 0.29  0.28
H -3.91 1.05 -0.71  0.42

Summary:
Molecular weight, g mol⁻¹: 145.271
LUMO, eV: 0.875
SMILES: CSC1(C)CC1.[H]/N=C/C
Charge: 0
Energy relative to the best compared isomer or geometry (same formula, charge and spin), kcal/mol: 38.1
E_HOMO, Eh: -0.3075

***

Record 4
Molecular formula: C7H15O
Method: DFT, wB97M-V/def2-TZVPD

Each line ends with the Mulliken charge.
Geometry (Å):
C 1.99 0.52 -1.18  -1.21
C 1.90 -0.87 -0.64  1.29
C 1.82 -1.05 0.68  -1.13
C 1.93 -2.03 -1.58  -1.24
H 2.87 0.69 -1.81  0.36
H 2.02 1.25 -0.37  0.28
H 1.10 0.81 -1.78  0.23
H 1.93 -2.03 1.12  0.25
H 1.80 -0.21 1.35  0.24
H 1.86 -3.00 -1.09  0.32
H 2.82 -1.98 -2.22  0.29
H 1.08 -2.03 -2.29  0.27
C -1.88 -0.34 1.05  -0.68
O -0.53 -0.20 1.22  -0.74
C -2.48 0.91 0.36  -0.37
C -2.11 2.15 1.17  -1.02
H -2.41 -0.49 2.02  0.25
H -2.13 -1.24 0.44  0.24
H -3.58 0.86 0.22  0.31
H -2.04 0.92 -0.64  0.25
H -2.28 3.05 0.54  0.30
H -1.03 2.06 1.34  0.22
H -2.65 2.24 2.10  0.29

Summary:
Molecular weight, g mol⁻¹: 115.196
LUMO, eV: 3.870
Charge: -1
Energy relative to the best compared isomer or geometry (same formula, charge and spin), kcal/mol: 10.3
E_HOMO, Eh: -0.0827

***

Record 5
Molecular formula: C7H15O3PS3
Method: DFT, wB97M-V/def2-TZVPD

Each line ends with the Mulliken charge.
Geometry (Å):
C 1.62 -2.57 2.42  -0.77
O 1.12 -1.47 1.67  -0.17
P -0.45 -1.48 1.39  0.62
S -0.61 -2.64 -0.24  -0.40
O -1.31 -2.13 2.62  -0.35
C -2.71 -2.37 2.27  -0.68
S -1.07 0.56 1.06  -0.16
C -1.02 0.73 -0.77  -0.97
C 0.39 1.11 -1.32  1.17
C 1.09 -0.14 -1.69  -1.55
O 0.26 1.81 -2.55  -0.46
C 0.18 3.21 -2.31  -0.66
C 1.30 3.58 -1.33  -0.39
S 1.40 2.17 -0.22  -0.09
H 1.32 -3.50 1.97  0.37
H 1.28 -2.51 3.46  0.30
H 2.72 -2.51 2.39  0.22
H -3.26 -2.25 3.20  0.24
H -3.11 -1.69 1.50  0.34
H -2.72 -3.43 1.93  0.29
H -1.37 -0.16 -1.25  0.41
H -1.69 1.56 -1.02  0.42
H 2.07 0.11 -2.14  0.38
H 0.52 -0.73 -2.38  0.39
H 1.26 -0.75 -0.78  0.24
H 0.31 3.77 -3.24  0.35
H -0.82 3.48 -1.96  0.27
H 2.20 3.74 -1.90  0.28
H 1.09 4.51 -0.78  0.36

Summary:
Molecular weight, g mol⁻¹: 274.369
LUMO, eV: 0.590
SMILES: COP(=S)(OC)SC[C@@]1(C)OCCS1
Charge: 0
E_HOMO, Eh: -0.3090

***

Record 6
Molecular formula: C7H15O3PSi
Method: DFT, wB97M-V/def2-TZVPD

Each line ends with the Mulliken charge.
Geometry (Å):
C -1.63 -1.47 -0.85  -0.26
C -0.17 -0.47 0.98  -0.79
C 2.36 -1.61 1.76  -0.77
C 2.85 1.64 -1.13  -0.70
C -1.15 -2.55 -1.35  -0.34
C -1.55 1.69 -1.12  -1.16
C -3.06 0.25 1.41  -1.20
O 1.26 -0.76 -1.39  -0.53
O 2.56 -0.58 0.77  -0.39
O 1.69 1.34 -0.39  -0.39
Si -1.66 0.15 0.08  0.67
P 1.20 -0.09 0.08  1.42
H 3.21 -1.85 2.31  0.29
H 1.91 -2.50 1.46  0.33
H 1.54 -1.12 2.36  0.33
H 3.13 2.69 -0.90  0.24
H 2.71 1.32 -2.14  0.28
H 3.72 1.05 -0.70  0.28
H -0.18 -3.14 -1.09  0.25
H -1.75 -3.13 -2.02  0.29
H 0.45 -1.34 -1.39  0.10
H -0.71 2.37 -0.78  0.31
H -1.27 1.25 -2.01  0.33
H -2.42 2.26 -1.06  0.39
H -2.61 -0.12 2.35  0.29
H -3.54 1.27 1.64  0.30
H -3.92 -0.24 1.16  0.44

Summary:
Molecular weight, g mol⁻¹: 206.254
LUMO (spin up / spin down), eV: -0.779 / -0.323
Charge: 0
Energy relative to the best compared isomer or geometry (same formula, charge and spin), kcal/mol: 78.6
E_HOMO (spin up / spin down), Eh: -0.2987 / -0.3124

***

no.,calculated total energy (hartree)
1,-405.51547
2,-921.02243
3,-728.52682
4,-350.89887
5,-2037.38906
6,-1132.13325